Formula: C7H8AgLiO8
Source: OMol25
Level of theory: ωB97M-V/def2-TZVPD

Energy relative to the best compared isomer or geometry (same formula, charge and spin) = 0.000 eV
DFT total energy = -1027.82056 Ha

The geometry in ORCA input format:
```
! RIJCOSX wB97M-V def2-TZVPD def2/J DEFGRID3
* xyz 0 1
O 0.218 1.825 -0.607
O 1.225 -0.165 -0.571
C 2.009 0.238 0.547
C 3.206 1.057 0.083
O 3.976 1.487 1.199
C 0.230 0.641 -1.020
H 1.400 0.805 1.262
H 2.355 -0.684 1.031
H 2.878 1.972 -0.423
H 3.823 0.463 -0.601
O 5.675 1.188 2.571
O 5.223 -0.395 1.102
C 4.966 0.700 1.657
O -3.971 -0.104 -1.470
C -3.059 -1.046 -1.674
C -4.882 -0.469 -0.396
O -1.149 -0.107 -1.451
O -3.475 -2.161 -1.146
C -4.650 -1.974 -0.311
H -5.889 -0.177 -0.706
H -4.606 0.079 0.511
H -5.464 -2.567 -0.739
H -4.403 -2.325 0.694
Ag -2.289 2.230 -1.997
Li 6.651 -0.510 2.454
*
```